# 1
{
  "formula": "C51H46As2F2N5OSZr",
  "method": "ωB97M-V with the def2-TZVPD basis set",
  "species": ["Zr", "As", "As", "S", "F", "F", "O", "N", "N", "N", "N", "N", "C", "C", "C", "C", "C", "C", "C", "C", "C", "C", "C", "C", "C", "C", "C", "C", "C", "C", "C", "C", "C", "C", "C", "C", "C", "C", "C", "C", "C", "C", "C", "C", "C", "C", "C", "C", "C", "C", "C", "C", "C", "C", "C", "C", "C", "C", "C", "C", "C", "C", "C", "H", "H", "H", "H", "H", "H", "H", "H", "H", "H", "H", "H", "H", "H", "H", "H", "H", "H", "H", "H", "H", "H", "H", "H", "H", "H", "H", "H", "H", "H", "H", "H", "H", "H", "H", "H", "H", "H", "H", "H", "H", "H", "H", "H", "H", "H"],
  "xyz": [[0.22141, 0.08886, 0.84535], [-0.86553, 2.10320, -0.90956], [-1.96371, -1.27948, -0.29263], [3.19536, -5.56325, -2.90850], [-3.58298, -1.50933, 4.60075], [0.83180, -1.59806, 6.01397], [0.42792, 1.88860, 1.90799], [1.09586, -1.87152, 0.11649], [2.13550, -0.51501, 2.16934], [2.53924, -6.71217, -0.63918], [2.49043, 2.31737, 1.23422], [2.80650, 1.51327, -1.25664], [-3.09209, 0.12026, -1.11794], [4.15983, -0.58044, 4.06503], [-1.60007, -3.27353, -2.43904], [-4.41838, -2.78653, -0.72777], [-0.57652, -0.69220, 2.77417], [-1.22617, -2.02975, -1.94207], [-1.36977, -1.53649, 5.35086], [-3.36153, -2.57852, 0.15615], [-2.29480, -1.31848, 4.35547], [1.14196, -4.26493, 0.18704], [4.47422, -0.59095, 2.71035], [-5.41794, -4.31968, 0.83389], [-0.14754, -2.96758, -4.33499], [-1.80960, 4.15369, -2.76442], [-0.29284, -1.27349, -2.64762], [3.43487, -0.52043, 1.81646], [2.83212, -0.60652, 4.44596], [0.24128, -1.73041, -3.84086], [-2.45015, 2.04153, 1.45125], [-0.04071, -1.32023, 5.04668], [-2.02114, 2.90301, 0.44551], [3.57509, 2.98299, 0.55000], [-1.68380, 5.13527, -3.73289], [2.70293, -3.08995, -1.17380], [2.92220, 1.04813, -2.50989], [0.64171, -3.04596, 0.58580], [-3.79454, 3.77019, 2.40795], [3.75045, 2.36426, -0.83267], [-3.32306, -3.27193, 1.36329], [-2.45289, 4.22360, 0.45465], [1.35235, 2.75049, 1.75066], [1.16779, 4.16666, 2.14815], [3.98739, 1.33642, -3.33851], [-3.33916, 2.45847, 2.42516], [2.65620, -5.58871, -1.34792], [-2.29228, 1.13335, -1.91968], [2.18149, -4.31527, -0.74766], [-4.35079, -4.14027, 1.69995], [-5.44334, -3.65227, -0.38398], [-0.67104, 3.58219, -2.19714], [0.70585, 5.04266, -3.53141], [1.81941, -0.64560, 3.48175], [4.85910, 2.70407, -1.59406], [-1.91285, -0.92033, 3.08303], [-3.33919, 4.65070, 1.43636], [-1.05882, -3.73978, -3.62981], [0.58549, 4.05388, -2.56499], [0.39347, -0.86886, 3.79226], [2.13692, -1.92019, -0.73960], [-0.42576, 5.56557, -4.13513], [4.99259, 2.16817, -2.86431], [-2.57417, 5.56649, -4.17002], [-2.80144, 3.87514, -2.43814], [-0.16343, -2.99824, 1.30969], [-1.65775, -1.86111, 6.34197], [-4.50002, 4.10454, 3.15649], [3.52554, -3.07794, -1.87329], [1.68492, 5.40707, -3.81315], [1.47242, 3.65366, -2.09225], [5.49739, -0.63657, 2.36608], [-6.26571, -3.80044, -1.07059], [-4.32054, -4.67052, 2.64240], [0.68220, -5.16545, 0.56998], [2.49817, 1.32018, 1.06881], [-2.71634, -0.79395, 2.36734], [-2.49215, -3.13647, 2.04464], [-1.35581, -4.70741, -4.01174], [0.00911, -0.30351, -2.25377], [1.54116, 4.84409, 1.38014], [-0.33270, 6.31644, -4.90802], [2.81260, -7.58238, -1.06883], [2.49308, -0.97064, -1.12460], [3.36396, 4.04906, 0.46765], [-6.22905, -4.98303, 1.10197], [-2.32045, -3.87152, -1.89602], [-2.97597, 1.87507, -2.31769], [-1.81890, 0.65529, -2.77849], [-3.80902, -0.36054, -1.77783], [-3.66185, 0.60430, -0.32365], [0.11314, 4.35650, 2.33256], [-3.68077, 5.67733, 1.43663], [5.59850, 3.38842, -1.19724], [-3.67664, 1.76994, 3.19016], [4.03659, 0.91606, -4.33364], [2.10096, 0.44067, -2.87260], [0.95126, -1.12941, -4.39604], [-2.10892, 4.92042, -0.29786], [2.59306, -0.60091, 5.49422], [3.64947, -0.46562, 0.75405], [-4.44101, -2.30464, -1.69545], [4.93965, -0.56590, 4.81465], [4.50375, 2.87745, 1.11301], [2.22719, -6.74068, 0.31709], [1.72108, 4.36907, 3.06806], [5.85187, 2.41104, -3.47467], [-2.05757, 1.02097, 1.48202], [0.25341, -3.32113, -5.27525]],
  "lowdin_charge": [1.52, 1.29, 1.29, 0.76, 0.13, 0.11, -0.20, -0.13, -0.02, 0.12, 0.09, 0.07, -0.37, 0.01, -0.08, -0.11, -0.23, -0.37, 0.12, -0.36, -0.26, 0.04, -0.01, -0.04, -0.04, -0.12, -0.18, -0.14, 0.04, -0.06, -0.18, -0.19, -0.39, -0.07, -0.04, 0.00, -0.14, -0.13, -0.04, -0.26, -0.12, -0.08, -0.44, 0.07, -0.02, -0.04, -0.81, -0.39, -0.19, -0.05, -0.04, -0.37, -0.06, -0.18, 0.01, -0.10, -0.04, -0.04, -0.12, -0.11, -0.13, -0.04, -0.01, 0.12, 0.10, 0.10, 0.16, 0.12, 0.10, 0.12, 0.07, 0.13, 0.12, 0.12, 0.13, 0.05, 0.08, 0.08, 0.12, 0.04, 0.10, 0.12, 0.12, 0.08, 0.14, 0.12, 0.10, 0.07, 0.06, 0.08, 0.07, 0.10, 0.12, 0.13, 0.12, 0.12, 0.09, 0.11, 0.10, 0.13, 0.10, 0.10, 0.14, 0.14, 0.11, 0.12, 0.13, 0.01, 0.12],
  "e_lumo_ev": -8.9,
  "spin_multiplicity": 1,
  "total_charge": 3,
  "gap_ev": 5.92
}

***

# 2
{
  "formula": "C51H46Cl5F2N4NdO2S3SiTe",
  "method": "ωB97M-V with the def2-TZVPD basis set",
  "species": ["Nd", "Te", "Cl", "Cl", "Cl", "Cl", "Cl", "S", "S", "S", "Si", "F", "F", "O", "O", "N", "N", "N", "N", "C", "C", "C", "C", "C", "C", "C", "C", "C", "C", "C", "C", "C", "C", "C", "C", "C", "C", "C", "C", "C", "C", "C", "C", "C", "C", "C", "C", "C", "C", "C", "C", "C", "C", "C", "C", "C", "C", "C", "C", "C", "C", "C", "C", "C", "C", "C", "C", "C", "C", "C", "H", "H", "H", "H", "H", "H", "H", "H", "H", "H", "H", "H", "H", "H", "H", "H", "H", "H", "H", "H", "H", "H", "H", "H", "H", "H", "H", "H", "H", "H", "H", "H", "H", "H", "H", "H", "H", "H", "H", "H", "H", "H", "H", "H", "H", "H"],
  "xyz": [[11.93567, 10.96418, 14.70012], [13.57878, 8.91722, 19.71860], [14.94023, 14.70379, 9.33715], [14.02831, 17.42306, 10.37839], [9.80447, 7.59294, 12.33963], [9.19364, 10.73835, 11.10604], [7.17128, 9.20655, 13.14718], [13.22552, 10.64936, 11.22688], [12.18348, 6.42216, 17.01298], [7.49681, 10.62515, 17.08289], [9.18535, 9.52772, 12.84874], [14.51115, 13.30115, 14.45164], [15.47814, 11.27099, 14.47920], [10.02404, 14.18696, 12.12001], [10.70211, 12.92037, 14.56468], [11.83587, 8.56180, 15.54215], [12.39126, 12.16211, 16.76456], [9.39659, 10.38938, 15.31160], [12.37642, 9.99961, 12.50362], [13.99945, 14.92480, 18.03328], [10.18182, 15.21944, 14.31999], [8.32333, 15.72179, 12.62215], [10.70702, 14.13224, 15.10519], [14.73704, 15.43176, 19.07776], [12.78100, 9.63781, 9.82378], [12.46561, 7.39072, 8.87678], [17.72886, 11.38074, 20.49447], [10.63924, 7.19759, 16.98816], [8.06911, 16.18528, 11.33021], [17.73879, 9.43798, 11.40037], [12.55395, 10.60166, 18.70792], [12.71978, 7.64671, 15.77723], [11.47423, 9.20954, 7.81201], [9.51828, 9.26676, 16.20265], [11.60725, 7.81307, 7.91421], [15.90365, 10.68846, 10.30477], [15.99921, 9.75477, 21.20126], [10.69063, 18.15012, 16.75798], [5.95972, 17.06541, 12.03274], [10.62536, 8.32173, 16.18124], [17.26232, 10.40384, 10.49574], [16.16155, 10.32938, 18.92325], [17.29817, 11.15768, 19.16732], [14.38321, 15.17933, 20.42095], [17.03685, 10.64941, 21.50505], [8.65481, 9.29266, 17.31061], [6.91607, 16.85724, 11.02644], [15.57559, 9.57187, 19.92095], [11.98529, 10.16712, 8.76815], [12.97015, 13.98707, 18.28151], [12.55742, 13.80706, 19.62469], [15.40378, 9.11736, 12.06473], [13.27576, 14.38427, 20.65295], [11.31811, 14.36209, 16.41500], [12.99244, 8.24219, 9.89949], [16.74585, 8.77440, 12.13070], [9.62258, 14.98626, 12.93280], [10.69130, 16.76235, 16.17046], [12.14986, 13.42445, 17.09416], [7.44984, 16.07949, 13.63199], [14.10808, 7.57271, 15.25584], [7.82800, 12.32069, 14.82927], [11.12747, 15.68029, 16.95025], [8.30846, 11.14701, 15.60735], [13.90733, 15.56619, 10.43538], [10.36958, 16.50580, 14.84068], [13.33790, 11.23973, 17.53098], [14.98741, 10.11343, 11.19862], [14.31758, 11.99170, 14.09683], [6.24828, 16.65698, 13.31991], [18.76048, 9.18747, 11.56803], [6.82684, 17.25276, 9.99881], [14.52036, 12.11874, 12.98559], [14.97104, 15.54835, 21.24690], [14.64614, 8.62600, 12.67384], [11.49251, 18.75089, 16.33788], [13.50748, 7.78218, 10.76586], [11.54834, 10.16810, 18.41497], [14.10097, 15.34224, 11.47833], [12.39185, 11.34690, 19.51015], [8.87720, 16.07215, 10.61054], [13.62294, 10.48512, 16.74666], [15.55459, 16.07220, 18.77466], [5.48552, 16.75237, 14.09695], [11.76086, 11.24350, 8.66557], [15.57120, 11.46589, 9.60301], [10.17930, 17.36303, 14.15505], [14.72741, 7.95414, 16.06831], [15.42744, 9.21175, 21.96013], [10.80179, 18.24236, 17.87386], [17.22755, 10.73721, 22.58155], [14.22059, 11.73780, 17.87621], [14.24816, 15.16452, 17.01159], [11.13979, 7.05291, 7.29717], [9.71805, 18.60575, 16.47977], [14.39511, 6.50167, 15.02721], [9.79279, 6.76059, 17.57368], [15.84028, 10.18674, 17.88138], [13.00705, 14.04459, 21.69936], [14.30833, 8.22017, 14.41451], [6.86897, 12.05242, 14.36058], [17.78796, 11.66176, 18.28881], [16.96757, 7.97676, 12.86382], [7.71548, 13.18939, 15.45436], [12.20237, 9.00623, 12.35961], [8.57453, 12.50899, 14.04087], [12.69554, 6.35309, 8.81272], [18.47582, 12.13789, 20.80256], [17.95283, 10.93565, 9.86698], [12.88624, 15.35307, 10.08976], [10.82340, 9.63843, 7.09788], [11.69773, 13.14158, 19.77448], [5.00263, 17.50762, 11.74573], [11.43446, 15.85425, 17.97139], [8.72213, 8.68225, 18.26088], [7.61571, 15.95263, 14.66710]],
  "lowdin_charge": [1.68, 1.27, 0.53, 0.42, 0.10, 0.10, 0.19, 1.04, 1.00, 1.01, -0.62, -0.11, -0.14, 0.10, -0.28, -0.04, -0.07, -0.19, -0.47, -0.03, -0.07, -0.14, -0.23, -0.07, -0.40, -0.08, -0.07, -0.35, -0.03, -0.05, -0.44, -0.57, -0.05, -0.35, -0.07, -0.06, -0.20, -0.06, -0.08, -0.36, -0.07, -0.16, -0.07, -0.07, -0.08, -0.31, -0.08, -0.59, -0.05, -0.17, -0.06, -0.12, -0.09, -0.07, -0.06, -0.07, -0.29, -0.27, -0.17, -0.05, -0.06, -0.09, 0.04, -0.64, -0.98, 0.01, -0.28, -0.39, -0.44, -0.09, 0.10, 0.11, 0.04, 0.10, 0.07, 0.07, 0.11, 0.05, 0.02, 0.02, 0.12, 0.07, 0.10, 0.11, 0.12, 0.10, 0.15, 0.08, 0.08, 0.09, 0.10, 0.09, 0.12, 0.11, 0.08, 0.11, 0.10, 0.09, 0.13, 0.04, 0.09, 0.12, 0.11, 0.08, -0.06, 0.07, 0.10, 0.11, 0.10, 0.02, 0.08, 0.12, 0.11, 0.11, 0.10, 0.10],
  "s_squared": 3.755,
  "e_lumo_ev": [-0.4, -0.4],
  "spin_multiplicity": 4,
  "gap_ev": [5.07, 5.10]
}

***

Asked for relative energy (zero: lowest compared OMol25 entry of this formula, charge and spin) across the records above, the calculation gives 36.25 79.52 kcal/mol in order.